The following is a DFT calculation (the ωB97M-V functional and the def2-TZVPD basis) of a cluster of 2 separate species, C4H7NO2 in total.

Positions of all 14 atoms, in Å:
C -1.2214 -0.0115 0.3127
C 1.0269 -1.3857 1.0837
C 0.1967 -0.5144 0.2835
C 1.0346 1.3829 -0.5005
N -1.7807 0.0232 -1.0086
O -1.7828 0.5249 1.2528
O 0.4885 -1.7281 -0.1744
H 2.0912 -1.2074 1.3056
H 0.6012 -1.7897 2.0015
H 0.2535 1.4678 -1.1368
H 1.9809 1.0925 -0.8824
H 0.9398 1.9933 0.3945
H -1.2769 -0.3631 -1.7519
H -2.5516 0.5154 -1.1798

Cartesian forces, eV/Å:
C -1.1 1.1 -1.4
C 0.0 1.0 2.6
C 0.5 4.7 -0.3
C -0.2 -3.6 3.5
N 3.9 -2.3 3.8
O 0.6 -0.7 -0.6
O 0.9 -2.0 -1.6
H -0.3 0.0 -1.2
H -0.5 -0.6 -0.5
H -2.0 0.7 -2.2
H 0.7 0.1 -0.2
H 0.4 -0.1 -0.2
H 0.7 -0.5 -1.0
H -3.7 2.2 -0.6

Energy relative to the best compared isomer or geometry (same formula, charge and spin) = 108.1 kcal per mole
LUMO level = 0.79 eV
Total energy = -361.708633 a.u.
Spin multiplicity = 1
Frontier orbital gap = 9.617 eV

Löwdin population analysis, charges in e, atoms 1 to 2:
1. C -0.4460
2. C -0.0818